1.
# C20H18AgNOS

A molecular structure, C20H18AgNOS (ωB97M-V/def2-TZVPD, the Open Molecules 2025 dataset).

Structure (XYZ):
```
42
C20H18AgNOS | the Open Molecules 2025 dataset | ωB97M-V/def2-TZVPD
Ag -0.88980 -2.29018 -0.64752
N 1.00213 -2.56644 -1.27824
C 1.78255 -1.64841 -0.90484
C 1.29834 -0.54015 -0.00584
C 0.53081 0.51709 -0.49757
C 0.02640 1.47446 0.36665
C 0.26850 1.37832 1.72787
C 1.02898 0.32942 2.22065
C 1.54960 -0.62079 1.36297
C 3.23672 -1.65938 -1.16365
C 3.84588 -2.87809 -1.44971
C 5.21995 -2.96902 -1.54233
C 6.00084 -1.83646 -1.37326
C 5.40025 -0.60838 -1.14234
C 4.02316 -0.51757 -1.03372
H 0.37333 0.59709 -1.56765
H -0.54608 2.30554 -0.02202
H -0.12085 2.12743 2.40319
H 1.22797 0.25858 3.27966
H 2.16119 -1.43295 1.73543
H 3.20150 -3.73669 -1.56043
H 5.68614 -3.92747 -1.72804
H 7.07831 -1.91042 -1.41664
H 6.01119 0.27558 -1.02899
H 3.55660 0.43800 -0.83903
C -4.45011 -0.56143 -1.65987
S -2.83892 -0.45583 -0.78407
O -2.86367 -1.64443 0.09982
C -3.25357 0.93600 0.29389
C -3.39857 0.71415 1.64853
C -3.64335 1.78355 2.49301
C -3.70003 3.06693 1.97671
C -3.53968 3.28314 0.61547
C -3.31085 2.21609 -0.23555
H -5.23452 -0.72783 -0.93157
H -4.38335 -1.41440 -2.32772
H -4.61133 0.34813 -2.22399
H -3.31775 -0.29424 2.02581
H -3.78711 1.61187 3.55047
H -3.86189 3.90637 2.63722
H -3.59258 4.28855 0.22120
H -3.16631 2.38428 -1.29395
```

E_tot, eV: -39401.9223
Net charge: 0

=====

2.
# CH12NO3

4 unconnected molecules or ions with the total composition CH12NO3 (ωB97M-V/def2-TZVPD, the Open Molecules 2025 dataset).

Structure (XYZ):
```
17
CH12NO3 | the Open Molecules 2025 dataset | ωB97M-V/def2-TZVPD
C -0.88816 -0.55535 -1.70820
N 0.09737 -0.20699 -0.61450
H -1.39120 -1.45500 -1.37250
H -1.47445 0.33020 -1.94323
H -0.26753 -0.63647 -2.60225
H 0.59731 -0.98402 -0.16059
H -0.41862 0.17234 0.19388
H 0.75806 0.54518 -0.82704
H 2.56843 1.89285 0.52960
H 2.96166 2.16335 -0.93471
O 2.21812 2.06223 -0.33428
H -2.44962 1.79798 1.28948
H -1.36480 1.26061 2.17119
O -1.80099 1.09160 1.32493
H 0.58300 -2.95252 1.73523
H -0.41625 -3.01734 0.52228
O 0.18935 -2.46050 0.99822
```

E_tot, eV: -8858.4970
Net charge: +1
ΔE to the lowest compared entry with this formula, charge and spin, eV: 0.599

=====

3.
# C5H13ClNOP

2 unconnected molecules or ions with the total composition C5H13ClNOP (ωB97M-V/def2-TZVPD, the Open Molecules 2025 dataset).

Structure (XYZ):
```
22
C5H13ClNOP | the Open Molecules 2025 dataset | ωB97M-V/def2-TZVPD
C 1.36693 1.86646 -0.17068
C 0.36397 -2.39173 -0.19408
C -1.95367 0.13651 2.05401
C 1.02596 1.10492 -1.47956
C 1.19780 -1.11169 -0.39582
N 0.46339 -0.15720 -1.13636
O -2.33029 1.82443 -0.10724
P -2.01403 0.42688 0.19636
Cl -3.27225 -1.00783 -0.51148
H 1.04644 2.88172 -0.27824
H 0.90241 1.45368 0.60976
H 2.36451 1.98619 0.07742
H 0.71326 -3.26842 -0.90823
H 0.47407 -2.70387 0.78435
H -0.59887 -2.00915 -0.40690
H -1.25786 0.78531 2.31052
H -2.98261 0.53845 2.29807
H -1.58653 -0.91169 2.08080
H 0.32785 1.44079 -2.29589
H 1.92758 0.98309 -2.11867
H 1.66903 -0.61638 0.60518
H 2.15291 -1.25048 -1.01333
```

E_tot, eV: -30741.5399
Net charge: 0
ΔE to the lowest compared entry with this formula, charge and spin, eV: 4.872

=====

4.
# C4H27N2O7S2

8 unconnected molecules or ions with the total composition C4H27N2O7S2 (ωB97M-V/def2-TZVPD, the Open Molecules 2025 dataset).

Structure (XYZ):
```
42
C4H27N2O7S2 | the Open Molecules 2025 dataset | ωB97M-V/def2-TZVPD
N 0.94512 -0.30753 0.89454
C 1.98012 -1.32358 1.29966
C 1.28672 -2.66351 1.17702
S 0.22018 -3.12484 2.55644
S -1.63580 -3.07749 1.73273
C -2.39595 -1.46168 1.73275
C -2.11641 -0.42545 0.72318
N -2.00577 0.95171 1.34635
H 0.59450 -0.52978 -0.04353
H 1.38156 0.64923 0.83276
H 0.16855 0.01148 1.62232
H 2.47162 -1.19056 2.24804
H 2.89732 -1.25239 0.60372
H 2.13931 -3.47379 1.01582
H 0.78947 -2.73895 0.24136
H -2.66451 -1.08667 2.75060
H -3.44199 -1.86518 1.47916
H -1.31449 -0.54997 0.06892
H -2.89229 -0.52260 -0.06211
H -2.54895 1.62226 0.80226
H -2.35658 0.95758 2.24831
H -0.45863 2.07033 1.62718
H 0.59448 2.89724 2.64403
O 0.48493 2.12157 1.99256
H 0.22866 -3.50185 -2.17794
H 0.07579 -2.08397 -2.86092
O 0.64370 -2.76951 -2.56648
H -0.48477 0.00905 -3.22045
H -1.32457 -1.06826 -3.78853
O -1.06593 -0.69190 -2.91818
H -0.51653 3.06253 0.29925
H -0.22858 4.11035 -0.81851
O -0.66631 3.22773 -0.57525
H 0.04445 2.81893 -2.82187
H -0.59007 1.81983 -1.96691
O -0.02038 1.94128 -2.73048
H 1.44668 0.43650 -2.09433
H 1.91168 -1.10763 -2.16069
O 1.86643 -0.30534 -1.64797
H 2.49863 3.11628 -0.42723
H 2.15677 2.75462 0.89259
O 1.90181 2.54391 0.04985
```

E_tot, eV: -43550.1809
Net charge: +2
ΔE to the lowest compared entry with this formula, charge and spin, eV: 1.457
Spin multiplicity: 2

=====

5.
# C3H4N2OS

A single C3H4N2OS molecule (ωB97M-V/def2-TZVPD, the Open Molecules 2025 dataset).

Structure (XYZ):
```
11
C3H4N2OS | the Open Molecules 2025 dataset | ωB97M-V/def2-TZVPD
C -2.07642 -0.20776 -0.72722
C 2.37781 1.18449 0.75955
C -0.78970 -1.05387 -0.23996
N -2.08124 0.78631 -1.43205
N 1.27144 0.67860 0.14982
O 3.08205 0.66342 1.60312
S 0.23839 -0.23510 0.93991
H -3.00500 -0.92470 -0.47318
H 2.59250 2.08874 0.22198
H -1.33476 -1.83815 0.34356
H -0.27507 -1.14198 -1.14553
```

E_tot, eV: -19034.3141
Net charge: 0
ΔE to the lowest compared entry with this formula, charge and spin, eV: 4.734

=====

6.
# C36H60BN8O4Re

A molecular structure, C36H60BN8O4Re (ωB97M-V/def2-TZVPD, the Open Molecules 2025 dataset).

Structure (XYZ):
```
110
C36H60BN8O4Re | the Open Molecules 2025 dataset | ωB97M-V/def2-TZVPD
Re -0.21670 0.68453 -0.31556
C 0.87084 -0.88148 3.50067
O 0.95480 0.27684 2.66870
C 2.28236 0.71216 2.48097
C 2.22635 1.95605 1.64025
O 1.70447 1.69134 0.27700
C 2.72068 1.65999 -0.77325
C 2.70499 0.28416 -1.35395
O 1.33447 0.07395 -1.80629
C 1.29494 -1.15270 -2.60236
H 1.35252 -0.70053 4.46473
H 1.33526 -1.74344 3.01731
H -0.18737 -1.07169 3.67186
H 2.88924 -0.06887 2.00522
H 2.75380 0.97199 3.43650
H 3.20703 2.40689 1.51781
H 1.56226 2.69203 2.08322
H 3.68942 1.90153 -0.34618
H 2.45506 2.40628 -1.52309
H 2.94478 -0.48372 -0.61537
H 3.37104 0.20657 -2.21269
H 2.09537 -1.08927 -3.33569
H 0.34639 -1.19172 -3.12414
H 1.44210 -2.00641 -1.94066
C -2.19634 -3.88477 -1.84781
C -1.98326 -2.42474 -2.00200
C -2.33416 -1.63285 -3.10587
C -1.90205 -0.34567 -2.88126
N -1.33590 -0.32650 -1.61277
N -1.37479 -1.63458 -1.12719
B -0.71605 -1.67914 0.29415
N -1.67260 -0.91109 1.28253
N -1.45840 0.47402 1.18960
C -2.20913 1.07795 2.19508
C -2.95770 0.09014 2.77580
C -2.60534 -1.13765 2.19692
C -3.15446 -2.45800 2.58105
C -2.17043 2.49736 2.73873
C -3.57993 3.10521 2.64664
C -1.15876 3.42909 2.07140
C -1.76777 2.36530 4.22683
N 0.10016 -2.85261 0.68612
N 1.45904 -2.60595 0.50783
C 2.07841 -3.73862 0.76735
C 1.14446 -4.74353 1.11855
C -0.08785 -4.16445 1.06000
C -1.38737 -4.83640 1.36239
C 3.57626 -3.89582 0.71499
C 4.07950 -4.15688 2.14249
C 4.24684 -2.64281 0.15619
C 3.92372 -5.09414 -0.17882
C -1.93759 0.75388 -3.93013
C -3.22807 1.57796 -3.79355
C -1.97018 0.09515 -5.32326
C -0.68866 1.64045 -3.88657
H -2.42564 -4.31877 -2.81825
H -3.04723 -4.08374 -1.19463
H -1.31472 -4.37508 -1.43775
H -2.80967 -2.00242 -3.99696
H 0.34577 -0.87219 0.26687
H -3.66612 0.20756 3.57818
H -4.02193 -2.31429 3.22022
H -2.41004 -3.02673 3.14058
H -3.45725 -3.03977 1.71252
H -3.91941 3.16885 1.61071
H -3.55899 4.11357 3.06204
H -4.31089 2.52892 3.21319
H -1.56934 3.94081 1.20495
H -0.25934 2.88116 1.78539
H -0.86013 4.19829 2.78254
H -2.45927 1.74506 4.79298
H -1.76862 3.35774 4.67779
H -0.76339 1.94676 4.31856
H 1.34738 -5.77009 1.37890
H -1.34723 -5.86540 1.00842
H -2.23849 -4.35964 0.88510
H -1.57109 -4.88031 2.43601
H 3.83449 -3.32452 2.80726
H 5.16306 -4.28045 2.13719
H 3.64138 -5.06534 2.55774
H 3.99870 -1.75919 0.75025
H 3.95397 -2.47527 -0.88451
H 5.32993 -2.76603 0.17647
H 3.48102 -6.01711 0.19574
H 5.00473 -5.23465 -0.20505
H 3.57674 -4.93868 -1.20238
H -4.10583 0.93055 -3.77164
H -3.31921 2.23472 -4.65945
H -3.23312 2.20418 -2.90687
H -2.91103 -0.41937 -5.51574
H -1.14512 -0.60497 -5.46407
H -1.87665 0.87797 -6.07541
H -0.50487 2.08013 -2.90675
H -0.81976 2.46204 -4.59100
H 0.19875 1.08365 -4.19602
N -3.67590 6.94942 -1.44160
C -2.45228 6.54601 -1.83405
O -1.70553 7.16069 -2.55876
C -1.98697 5.17551 -1.36548
C -0.61017 4.98146 -1.28144
C -0.12378 3.73692 -0.96741
N -0.92547 2.66703 -0.77217
C -2.25462 2.85754 -0.85180
C -2.81751 4.08799 -1.12817
H -3.98333 7.86404 -1.73756
H -4.19499 6.49457 -0.71308
H 0.05936 5.80583 -1.48790
H 0.93683 3.56827 -0.87502
H -2.88150 1.98798 -0.70553
H -3.89466 4.16706 -1.20301
```

E_tot, eV: -61199.1171
Net charge: +3
Spin multiplicity: 2